[1]
DFT (ωB97M-V with the def2-TZVPD basis set) results for a structure of composition C46H45MnN5O2P2Si.

The largest force on an atom comes out at 0.007 hartree/bohr. The value obtained for the energy above the lowest of the compared OMol25 structures with the same formula, charge and spin is 4.050 eV. Its net charge is +2. The LUMO energy (alpha / beta) comes out at -5.5 / -5.1 eV. The value obtained for the total energy is -4326.8175 a.u. The spin multiplicity is 4. The HOMO-LUMO gap (alpha / beta) comes out at 7.21 / 7.83 eV. Its HOMO energy (alpha / beta) is -12.73 / -12.92 eV.

Atoms and positions in Å:
Mn  0.5015  -0.2559  0.1257
C  2.7107  -0.4805  4.3321
Si  1.3481  -0.1900  3.0981
C  0.1183  -1.6390  3.2272
C  0.2500  -2.2575  4.4785
C  -0.4798  -3.3795  4.8483
C  -1.3629  -3.9468  3.9525
C  -1.5340  -3.3528  2.7116
C  -0.8342  -2.2079  2.3449
P  -1.3279  -1.4831  0.7435
C  -1.6567  -2.8135  -0.4537
C  -2.8941  -3.4616  -0.4739
C  -3.1433  -4.4690  -1.3918
C  -2.1637  -4.8335  -2.3053
C  -0.9366  -4.1866  -2.3003
C  -0.6805  -3.1788  -1.3819
C  -2.9695  -0.7846  1.0437
C  -3.5379  -0.7064  2.3104
C  -4.8296  -0.2119  2.4594
C  -5.5505  0.1959  1.3493
C  -4.9804  0.1338  0.0817
C  -3.6932  -0.3467  -0.0696
C  0.7427  1.5813  3.2848
C  0.9708  2.1079  4.5611
C  0.6527  3.4192  4.8857
C  0.1041  4.2544  3.9292
C  -0.1471  3.7597  2.6603
C  0.1595  2.4395  2.3338
P  -0.2687  1.8960  0.6646
C  -1.8187  2.7499  0.3005
C  -2.9011  2.5845  1.1643
C  -4.0497  3.3353  0.9833
C  -4.1356  4.2388  -0.0681
C  -3.0623  4.4095  -0.9283
C  -1.8987  3.6780  -0.7366
C  0.9838  2.5450  -0.4775
C  2.1157  3.1012  -0.0319
C  3.3608  3.1073  -0.8136
C  3.4926  2.3127  -1.8733
C  2.3041  1.5701  -2.3831
C  0.9257  2.0192  -1.9034
H  2.3820  -0.4172  5.3687
H  3.1484  -1.4706  4.1868
H  3.4893  0.2726  4.2007
H  0.9529  -1.8729  5.2019
H  -0.3332  -3.8108  5.8295
H  -1.9204  -4.8374  4.2099
H  -2.2376  -3.7947  2.0169
H  -3.6728  -3.1714  0.2206
H  -4.1029  -4.9683  -1.3945
H  -2.3565  -5.6235  -3.0191
H  -0.1702  -4.4818  -3.0059
H  0.2926  -2.7031  -1.3789
H  -2.9897  -1.0495  3.1783
H  -5.2760  -0.1659  3.4442
H  -6.5628  0.5605  1.4674
H  -5.5456  0.4565  -0.7827
H  -3.2564  -0.4156  -1.0604
H  1.4164  1.4913  5.3300
H  0.8423  3.7857  5.8859
H  -0.1361  5.2817  4.1684
H  -0.5990  4.4065  1.9181
H  -2.8412  1.8912  1.9940
H  -4.8813  3.2183  1.6655
H  -5.0354  4.8240  -0.2052
H  -3.1178  5.1314  -1.7321
H  -1.0431  3.8727  -1.3688
H  2.1707  3.4660  0.9863
H  4.1915  3.6955  -0.4470
H  4.4262  2.2349  -2.4158
H  2.3324  1.4572  -3.4688
H  0.3299  2.6450  -2.5679
O  1.5469  -2.0804  0.3956
C  2.5303  -1.4049  0.7205
C  3.9262  -1.5432  0.2116
C  4.6149  -0.2587  0.6684
C  3.5801  0.4964  1.4685
O  3.6775  1.5597  1.9989
N  2.3694  -0.2962  1.5354
H  3.8751  -1.6757  -0.8696
H  4.3646  -2.4500  0.6329
H  4.9535  0.3689  -0.1544
H  5.4720  -0.4306  1.3202
C  3.2694  -0.9587  -5.6375
C  1.7799  -1.2264  -5.8252
C  1.0461  -0.0017  -6.3592
C  1.1164  -1.7945  -4.5657
N  1.1332  -0.8535  -3.4359
C  0.1858  -0.0290  -3.1363
N  0.4820  0.5877  -1.8925
N  1.9664  0.2179  -1.7658
N  2.1632  -0.9256  -2.5709
H  3.7213  -0.6883  -6.5914
H  3.7919  -1.8343  -5.2510
H  3.4423  -0.1350  -4.9423
H  1.6700  -2.0342  -6.5553
H  1.1503  0.8523  -5.6836
H  -0.0186  -0.1952  -6.5076
H  1.4631  0.2985  -7.3197
H  1.6450  -2.6791  -4.2153
H  0.0740  -2.0476  -4.7546
H  -0.7725  -0.0001  -3.6258

Mulliken atomic charge list, values in e, 2 entries: number 1, Mn, carries 0.5324; number 2, C, carries -2.0099



[2]
DFT (ωB97M-V with the def2-TZVPD basis set) results for a structure of composition C3H5NS2 in a non-equilibrium geometry.

The largest force on an atom comes out at 0.118 hartree/bohr. The value obtained for the energy above the lowest of the compared OMol25 structures with the same formula, charge and spin is 3.896 eV. The LUMO energy comes out at -0.5 eV. The value obtained for the total energy is -968.3019 a.u. The HOMO-LUMO gap comes out at 8.02 eV. Its HOMO energy is -8.51 eV.

Atoms and positions in Å:
C  1.5479  0.9855  0.7455
C  0.3153  0.9767  0.0017
C  -0.2773  -3.0395  0.4501
H  2.1604  1.8585  0.2051
H  2.0144  -0.1800  0.5585
H  1.0199  1.0348  1.7923
H  0.1883  -3.9183  0.8297
H  -1.2225  -3.3897  -0.2802
N  0.3806  -1.8114  0.6537
S  -0.4981  2.0084  -0.9456
S  -0.5231  -0.5248  0.0165

Mulliken atomic charge list, values in e, 2 entries: number 1, C, carries -0.7463; number 2, C, carries 0.1866